[1]
C5H12O2 | ωB97M-V/def2-TZVPD

The geometry in XYZ format:
```
19
Properties=species:S:1:pos:R:3:lowdin_charge:R:1
C 2.303 0.633 -0.478 -0.014
C 1.334 1.064 0.319 -0.160
C 0.036 1.618 -0.289 -0.223
C -0.616 0.685 -1.272 -0.207
C -0.966 -0.744 -0.880 -0.244
O -1.371 -0.937 0.477 -0.082
H 3.154 0.058 -0.139 0.048
H 2.404 0.744 -1.552 0.061
H 1.342 0.991 1.398 0.097
H 0.332 2.603 -0.677 0.113
H -0.596 1.980 0.534 0.104
H -1.467 1.162 -1.771 0.109
H 0.104 0.608 -2.096 0.105
H -0.027 -1.308 -0.879 0.113
H -1.599 -1.237 -1.618 0.116
H -2.255 -0.555 0.614 0.107
O -1.051 -2.514 2.951 -0.065
H -0.885 -2.275 2.030 -0.001
H -0.175 -2.576 3.328 0.023
```

Values from the calculation:
Energy above the lowest of the compared OMol25 structures with the same formula, charge and spin, kJ/mol: 182.50
Kohn-Sham gap, eV: 10.5
E_tot, eV: -9473.244

---

[2]
C7H10 | ωB97M-V/def2-TZVPD

The geometry in XYZ format:
```
17
Properties=species:S:1:pos:R:3:lowdin_charge:R:1
C 1.895 0.449 0.167 -0.130
C 0.595 -0.892 -0.329 -0.046
C -0.410 -1.165 0.822 -0.175
C -1.460 -0.329 0.049 -0.292
C -0.644 -0.714 -1.236 -0.165
C -1.080 1.115 0.230 -0.125
C 0.205 1.430 0.076 0.001
H 2.438 0.484 -0.780 0.065
H 2.133 1.396 0.708 0.048
H 2.324 -0.301 0.839 0.062
H -0.150 -0.878 1.848 0.111
H -0.650 -2.240 0.790 0.114
H -2.536 -0.548 0.135 0.124
H -0.629 -0.021 -2.084 0.107
H -0.894 -1.731 -1.589 0.114
H -1.849 1.883 0.348 0.108
H 0.608 2.437 0.035 0.077
```

Values from the calculation:
Energy above the lowest of the compared OMol25 structures with the same formula, charge and spin, kJ/mol: 758.10
Kohn-Sham gap (spin up / spin down), eV: 7.8 / 7.8
E_tot, eV: -7413.178

---

[3]
H54O27 | ωB97M-V/def2-TZVPD

The geometry in XYZ format:
```
81
Properties=species:S:1:pos:R:3:lowdin_charge:R:1
O 3.561 -1.656 -3.173 -0.059
H 3.954 -1.501 -2.280 0.035
H 4.372 -2.050 -3.508 0.067
O -5.719 3.040 -3.114 -0.043
H -6.620 2.890 -3.461 0.068
H -5.826 3.811 -2.562 0.044
O 2.290 0.849 -3.820 -0.101
H 1.384 0.596 -3.451 0.024
H 2.910 0.096 -3.860 0.017
O 2.644 1.803 1.272 -0.049
H 2.673 2.765 1.429 0.058
H 3.161 1.709 0.447 0.058
O 0.496 2.311 3.883 -0.073
H 0.184 1.733 3.141 0.022
H 1.121 1.647 4.205 0.034
O 2.326 -1.373 0.415 -0.095
H 2.068 -1.492 1.362 0.016
H 2.021 -2.114 -0.204 0.080
O -1.713 4.818 3.118 -0.058
H -2.402 5.081 3.733 0.046
H -1.160 4.185 3.600 0.021
O 2.385 4.388 3.326 -0.070
H 1.678 3.918 3.764 -0.019
H 2.227 5.343 3.505 0.060
O -3.664 0.981 -2.610 -0.050
H -4.327 1.556 -3.035 0.033
H -2.800 1.394 -2.788 0.065
O -0.197 -2.836 2.106 -0.075
H -0.752 -3.306 1.461 -0.004
H 0.682 -3.249 1.876 0.066
O -4.193 1.157 0.183 -0.082
H -3.933 1.423 -0.731 0.022
H -3.583 1.516 0.861 0.017
O 2.831 -1.690 3.010 -0.083
H 2.320 -2.279 3.660 0.075
H 3.078 -0.824 3.338 -0.016
O 2.995 2.625 -1.671 -0.063
H 3.938 2.785 -1.638 0.038
H 2.793 1.963 -2.357 0.000
O 0.416 -2.620 4.910 -0.033
H -0.213 -3.051 4.414 -0.034
H -0.087 -1.800 5.114 0.070
O 0.011 0.944 -2.376 -0.092
H -0.512 0.440 -1.642 0.091
H 0.224 1.793 -1.979 0.000
O -3.901 -1.538 -0.357 -0.064
H -4.209 -1.622 -1.298 0.054
H -3.877 -0.646 -0.054 -0.014
O 1.269 -3.539 -3.547 -0.106
H 2.064 -2.957 -3.466 0.027
H 1.092 -3.921 -2.588 0.092
O 0.411 -3.878 -0.585 -0.084
H -0.212 -4.595 -0.752 0.056
H -0.215 -3.113 -0.677 -0.001
O -0.476 -1.623 -3.582 -0.056
H -0.172 -0.751 -3.770 0.010
H 0.119 -2.375 -3.822 0.019
O 4.831 -1.627 -0.528 -0.109
H 3.889 -1.761 -0.204 0.004
H 5.264 -2.409 -0.091 0.075
O -2.626 -3.830 0.760 -0.092
H -3.301 -3.113 0.527 0.046
H -2.948 -4.411 1.473 0.058
O 3.305 0.876 3.624 -0.038
H 3.927 1.447 4.052 0.060
H 3.131 1.103 2.717 -0.021
O -3.920 -1.991 -3.299 -0.037
H -3.498 -1.117 -3.213 0.018
H -3.257 -2.628 -3.459 0.017
O -0.117 0.349 1.696 -0.008
H -0.287 -0.537 1.864 0.007
H 0.458 0.439 0.928 0.055
O -0.309 3.262 -0.936 -0.045
H -0.307 4.157 -1.365 0.094
H 0.308 3.255 -0.213 0.032
O -2.208 2.115 2.242 -0.155
H -1.863 2.983 1.966 0.003
H -1.462 1.399 1.796 0.105
O -0.983 -1.624 -1.027 -0.064
H -1.065 -1.753 -1.980 -0.003
H -1.897 -1.745 -0.706 0.034
```

Values from the calculation:
Energy above the lowest of the compared OMol25 structures with the same formula, charge and spin, kJ/mol: 184.74
Kohn-Sham gap, eV: 10.8
E_tot, eV: -56162.798

---

[4]
C8H16ClO4S4V | ωB97M-V/def2-TZVPD

The geometry in XYZ format:
```
34
Properties=species:S:1:pos:R:3:mulliken_spin:R:1
V -0.960 0.857 -1.075 2.916
C 2.369 0.806 -0.414 0.022
C 2.290 0.387 -1.874 0.005
S 0.723 -0.381 -2.371 -0.024
C 0.776 -1.965 -1.486 0.021
C -0.639 -2.479 -1.257 0.001
S -1.643 -1.393 -0.214 -0.015
C -1.064 -1.864 1.433 0.016
C -1.637 -0.934 2.495 -0.010
S -1.287 0.814 2.249 0.026
C 0.499 0.832 2.506 0.010
C 1.113 2.022 1.786 -0.001
S 1.025 1.951 -0.016 -0.019
H 3.321 1.311 -0.243 0.001
H 2.329 -0.061 0.246 -0.001
H 3.098 -0.306 -2.111 -0.001
H 2.402 1.246 -2.537 -0.001
H 1.289 -1.837 -0.532 0.003
H 1.343 -2.677 -2.085 0.001
H -0.607 -3.463 -0.789 0.001
H -1.178 -2.596 -2.197 -0.001
H 0.027 -1.873 1.456 0.000
H -1.407 -2.883 1.616 0.001
H -1.280 -1.258 3.473 0.001
H -2.724 -1.015 2.522 0.001
H 0.954 -0.089 2.139 0.001
H 0.732 0.905 3.570 0.003
H 2.167 2.136 2.046 -0.002
H 0.624 2.956 2.065 0.002
O -1.188 2.600 -2.401 -0.006
Cl -2.605 2.233 -2.126 0.040
O -2.641 0.783 -2.480 -0.008
O -3.567 3.023 -2.754 0.004
O -2.655 2.211 -0.638 0.015
```

Values from the calculation:
Energy above the lowest of the compared OMol25 structures with the same formula, charge and spin, kJ/mol: 9.54
Net charge: +1
Kohn-Sham gap (spin up / spin down), eV: 9.1 / 9.3
E_tot, eV: -98284.666
Spin multiplicity: 4

---

[5]
C22H29N3O5S | ωB97M-V/def2-TZVPD

The geometry in XYZ format:
```
60
Properties=species:S:1:pos:R:3:lowdin_charge:R:1
C -4.051 -4.918 0.236 -0.112
O -3.363 -4.005 -0.582 -0.201
C -2.079 -3.650 -0.114 -0.223
C -2.108 -2.707 1.100 -0.124
C -3.031 -1.499 0.889 -0.189
N -2.339 -0.346 0.363 -0.236
C -1.895 -0.362 -1.012 -0.083
C -0.400 -0.725 -1.097 -0.449
O -0.003 -1.656 -1.769 0.060
N 0.347 0.104 -0.346 0.140
C 1.725 0.072 -0.104 -0.219
C 2.258 1.044 0.740 -0.014
C 3.605 1.069 1.022 -0.019
C 4.484 0.131 0.465 -0.233
N 5.828 0.154 0.823 -0.106
C 6.723 -0.911 0.419 -0.144
C 7.357 -0.618 -0.947 -0.188
O 8.045 0.615 -0.918 -0.134
C 7.183 1.667 -0.544 -0.186
C 6.548 1.414 0.831 -0.137
C 3.932 -0.844 -0.371 -0.018
C 2.579 -0.878 -0.650 -0.005
S -2.683 1.145 0.994 0.689
O -3.058 0.974 2.364 -0.266
O -1.550 1.983 0.694 -0.293
C -4.088 1.745 0.059 -0.267
C -3.904 2.677 -0.943 -0.063
C -4.995 3.088 -1.693 -0.063
C -6.250 2.562 -1.431 -0.071
C -6.423 1.631 -0.418 -0.063
C -5.335 1.217 0.332 -0.055
H -4.951 -5.200 -0.308 0.089
H -3.447 -5.813 0.424 0.091
H -4.338 -4.477 1.198 0.084
H -1.584 -3.173 -0.961 0.100
H -1.512 -4.554 0.150 0.126
H -1.094 -2.363 1.300 0.123
H -2.454 -3.260 1.975 0.108
H -3.432 -1.173 1.849 0.110
H -3.857 -1.793 0.227 0.128
H -2.034 0.636 -1.438 0.121
H -2.475 -1.081 -1.598 0.142
H -0.155 0.850 0.135 0.093
H 1.599 1.777 1.182 0.115
H 3.977 1.817 1.705 0.106
H 6.199 -1.866 0.416 0.118
H 7.522 -0.960 1.168 0.128
H 8.100 -1.374 -1.206 0.126
H 6.578 -0.590 -1.724 0.122
H 7.796 2.570 -0.531 0.125
H 6.383 1.780 -1.293 0.130
H 5.884 2.239 1.079 0.109
H 7.338 1.351 1.587 0.129
H 4.556 -1.594 -0.830 0.099
H 2.183 -1.638 -1.302 0.100
H -2.917 3.080 -1.109 0.113
H -4.865 3.818 -2.477 0.109
H -7.099 2.882 -2.016 0.107
H -7.404 1.230 -0.213 0.108
H -5.440 0.506 1.136 0.114
```

Values from the calculation:
Energy above the lowest of the compared OMol25 structures with the same formula, charge and spin, kJ/mol: 252.34
Kohn-Sham gap, eV: 7.7
E_tot, eV: -48826.837

---

[6]
C5H10N2O2 | ωB97M-V/def2-TZVPD

The geometry in XYZ format:
```
19
Properties=species:S:1:pos:R:3:lowdin_charge:R:1
C 0.432 0.596 -0.011 -0.394
C -0.777 -1.435 -0.355 -0.122
N -0.355 -0.322 0.470 -0.029
C -2.045 1.160 -0.088 -0.350
N -1.960 2.485 0.149 0.128
C 2.014 -0.915 0.528 -0.031
C 2.463 -1.782 -0.349 -0.093
O 0.824 1.633 0.755 0.022
O -3.023 0.589 -0.498 0.034
H 0.604 1.408 1.673 0.126
H 0.636 0.766 -1.066 0.153
H -2.786 3.071 0.076 0.109
H -1.076 2.906 0.375 0.073
H 2.448 -0.667 1.491 0.050
H -0.511 -2.364 0.148 0.085
H -1.867 -1.399 -0.421 0.068
H -0.368 -1.416 -1.370 0.084
H 1.945 -1.992 -1.284 0.039
H 3.403 -2.323 -0.221 0.048
```

Values from the calculation:
Energy above the lowest of the compared OMol25 structures with the same formula, charge and spin, kJ/mol: 662.33
Kohn-Sham gap (spin up / spin down), eV: 7.6 / 8.0
E_tot, eV: -12416.608